1.
{
  "formula": "C5H9NO",
  "method": "wB97M-V/def2-TZVPD",
  "gap_ev": 10.52,
  "e_above_lowest_kj_mol": 91.9,
  "charge": 0,
  "smiles": "C[C@@H]1C(=O)N[C@@H]1C",
  "e_lumo_ev": 0.948,
  "elements": ["C", "C", "N", "C", "O", "C", "C", "H", "H", "H", "H", "H", "H", "H", "H", "H"],
  "coordinates": [[-0.13902, -0.17622, -1.82143], [-0.49755, 0.67499, -0.60002], [-1.67064, 0.23217, 0.28053], [-0.88606, 0.05916, 1.37578], [-1.09851, -0.36216, 2.48454], [0.38216, 0.51498, 0.67844], [1.46312, -0.54858, 0.82982], [0.03894, -1.22244, -1.54818], [0.76435, 0.18544, -2.35028], [-0.96212, -0.13488, -2.53975], [-0.57336, 1.72734, -0.90416], [-2.67551, 0.05684, 0.31149], [0.70295, 1.48079, 1.08703], [1.16117, -1.49730, 0.36771], [1.54548, -0.73397, 1.90851], [2.44461, -0.25616, 0.43995]],
  "lowdin_charge": [-0.06, -0.25, 0.14, -0.52, 0.08, -0.23, -0.05, 0.07, 0.09, 0.07, 0.13, 0.15, 0.15, 0.08, 0.09, 0.08]
}

2.
{
  "formula": "C5H9NO",
  "method": "wB97M-V/def2-TZVPD",
  "gap_ev": 10.60,
  "e_above_lowest_kj_mol": 244.2,
  "charge": 0,
  "smiles": "C[C@@H](O)[C@@H](C)C#N",
  "e_lumo_ev": 0.637,
  "elements": ["C", "C", "O", "C", "C", "C", "N", "H", "H", "H", "H", "H", "H", "H", "H", "H"],
  "coordinates": [[1.63583, 0.21982, -0.50499], [0.42670, 0.80373, 0.55301], [-0.07650, 2.06114, 0.21747], [-0.72905, -0.21024, 0.71096], [-1.41284, -0.48282, -0.64714], [-0.18879, -1.45384, 1.25874], [0.27822, -2.43010, 1.66427], [1.80908, -0.86644, -0.40049], [2.64293, 0.69380, -0.39325], [1.26056, 0.47887, -1.47704], [1.31596, 0.77495, 1.11881], [-0.67914, 1.93494, -0.53462], [-1.51409, 0.13169, 1.40704], [-2.19337, -1.24187, -0.55006], [-0.68017, -0.83317, -1.37812], [-1.89531, 0.41954, -1.04457]],
  "lowdin_charge": [-0.03, -0.35, -0.01, -0.30, -0.05, -0.21, 0.16, 0.07, 0.08, 0.05, 0.10, 0.09, 0.15, 0.09, 0.08, 0.08]
}

3.
{
  "formula": "C5H9NO",
  "method": "wB97M-V/def2-TZVPD",
  "gap_ev": 8.98,
  "e_above_lowest_kj_mol": 117.1,
  "charge": 0,
  "smiles": "CC(=O)C/C=C\\N",
  "e_lumo_ev": 1.010,
  "elements": ["C", "C", "C", "N", "C", "C", "O", "H", "H", "H", "H", "H", "H", "H", "H", "H"],
  "coordinates": [[0.61821, 1.03264, -0.21782], [-1.96194, 1.03415, 0.07979], [-0.62572, 0.65013, 0.65531], [1.55210, -1.65338, 0.71005], [1.02574, -1.42767, -0.53865], [0.69155, -0.22361, -1.03336], [-0.49372, 0.16085, 1.75418], [1.28210, -0.98304, 1.41741], [1.51612, -2.60528, 1.03717], [0.42569, 1.90199, -0.84089], [1.49183, 1.15240, 0.42311], [1.02765, -2.28643, -1.19791], [0.32951, -0.16584, -2.04736], [-2.00290, 2.10847, -0.09122], [-2.11287, 0.53573, -0.87531], [-2.76333, 0.76890, 0.76550]],
  "lowdin_charge": [-0.12, -0.01, -0.45, 0.08, -0.22, -0.15, 0.05, 0.06, 0.09, 0.11, 0.11, 0.11, 0.09, 0.09, 0.08, 0.08]
}

4.
{
  "formula": "C5H9NO",
  "method": "wB97M-V/def2-TZVPD",
  "gap_ev": 9.38,
  "e_above_lowest_kj_mol": 450.1,
  "charge": 0,
  "e_lumo_ev": 0.865,
  "elements": ["O", "C", "C", "C", "C", "N", "C", "H", "H", "H", "H", "H", "H", "H", "H", "H"],
  "coordinates": [[-2.72229, -0.62772, 0.41025], [-1.85979, -0.26865, -0.50494], [-0.91320, 0.82488, -0.04436], [0.48097, 0.19639, -0.06409], [1.52121, 0.54289, -1.05831], [1.60963, 1.03397, 0.31915], [0.28345, -1.23466, 0.38778], [-2.64887, -0.11527, 1.24653], [-0.55768, -1.58168, -0.25531], [-1.12098, 1.19158, 0.98138], [-1.01529, 1.66503, -0.73905], [1.34522, 1.30451, -1.81530], [2.20026, -0.25111, -1.36857], [2.30744, 0.51060, 0.84387], [1.11209, -1.91970, 0.21570], [-0.02216, -1.27105, 1.44526]],
  "lowdin_charge": [0.01, -0.11, -0.16, -0.53, -0.11, 0.05, -0.04, 0.11, 0.06, 0.12, 0.12, 0.10, 0.11, 0.09, 0.09, 0.10]
}

5.
{
  "formula": "C5H9NO",
  "method": "wB97M-V/def2-TZVPD",
  "gap_ev": 9.15,
  "e_above_lowest_kj_mol": 502.9,
  "charge": 0,
  "e_lumo_ev": 0.911,
  "elements": ["C", "C", "C", "C", "C", "O", "N", "H", "H", "H", "H", "H", "H", "H", "H", "H"],
  "coordinates": [[2.14894, 0.55628, 0.38953], [0.19171, -1.49066, -0.61774], [-0.13407, -0.11119, -0.20032], [-2.04229, 0.22486, -0.30269], [-2.74916, 0.39163, 0.80551], [2.87983, 1.30901, -0.51394], [0.28698, 0.92624, 0.27487], [2.39093, 2.13156, -0.66317], [2.26506, 0.89939, 1.41553], [2.50826, -0.46638, 0.30026], [-2.46721, 0.17901, -1.30108], [1.02661, -1.46867, -1.32173], [-0.67834, -1.94990, -1.09140], [0.47536, -2.08010, 0.25672], [-3.83573, 0.49089, 0.79036], [-2.26688, 0.45804, 1.77928]],
  "lowdin_charge": [-0.16, -0.06, -0.36, -0.08, -0.08, -0.06, 0.14, 0.09, 0.08, 0.09, 0.05, 0.08, 0.08, 0.09, 0.04, 0.05]
}

6.
{
  "formula": "C5H9NO",
  "method": "wB97M-V/def2-TZVPD",
  "gap_ev": 11.53,
  "e_above_lowest_kj_mol": 100.2,
  "charge": 0,
  "smiles": "C[C@@H](O)[C@@H](C)C#N",
  "e_lumo_ev": 0.696,
  "elements": ["C", "C", "O", "C", "C", "C", "N", "H", "H", "H", "H", "H", "H", "H", "H", "H"],
  "coordinates": [[-1.51114, -0.13987, -0.67563], [-0.67823, -0.23964, 0.60258], [-0.36330, -1.57933, 0.93277], [0.68424, 0.49916, 0.53902], [1.76257, -0.25109, -0.25054], [0.43669, 1.82240, -0.04686], [0.13714, 2.79535, -0.59627], [-1.50365, 0.87497, -1.08103], [-2.55808, -0.38961, -0.47143], [-1.12709, -0.82048, -1.44190], [-1.24336, 0.22420, 1.42576], [-1.15906, -2.11202, 0.81774], [1.03599, 0.63074, 1.56974], [2.69996, 0.31233, -0.24317], [1.45596, -0.40079, -1.28960], [1.93138, -1.22632, 0.20882]],
  "lowdin_charge": [-0.04, -0.41, -0.04, -0.31, -0.05, -0.21, 0.16, 0.07, 0.08, 0.09, 0.14, 0.10, 0.15, 0.09, 0.09, 0.08]
}

7.
{
  "formula": "C5H9NO",
  "method": "wB97M-V/def2-TZVPD",
  "gap_ev": 10.32,
  "e_above_lowest_kj_mol": 301.1,
  "charge": 0,
  "smiles": "C[C@H]1N[C@H]1CC=O",
  "e_lumo_ev": 0.984,
  "elements": ["C", "C", "N", "C", "C", "C", "O", "H", "H", "H", "H", "H", "H", "H", "H", "H"],
  "coordinates": [[0.44582, 0.30413, 1.60817], [0.58593, -0.89895, 0.70447], [-0.68093, -1.60076, 0.70715], [-0.12402, -0.89772, -0.58615], [-0.72074, 0.37713, -1.14797], [0.17331, 1.59635, -1.39577], [1.26683, 1.82331, -0.94456], [-0.54969, 0.75160, 1.50434], [0.49974, -0.07366, 2.63406], [1.21022, 1.05726, 1.43369], [1.50655, -1.46126, 0.83963], [-0.42710, -2.59496, 0.59295], [-0.32489, -1.81155, -1.13160], [-1.48128, 0.73840, -0.44739], [-1.23370, 0.20011, -2.10046], [-0.31399, 2.36203, -2.04909]],
  "lowdin_charge": [-0.06, -0.38, 0.03, -0.21, -0.12, -0.25, 0.05, 0.08, 0.08, 0.07, 0.14, 0.09, 0.13, 0.12, 0.11, 0.12]
}

8.
{
  "formula": "C5H9NO",
  "method": "wB97M-V/def2-TZVPD",
  "gap_ev": 10.86,
  "e_above_lowest_kj_mol": 140.8,
  "charge": 0,
  "smiles": "[H]/N=C1/CCCCO1",
  "e_lumo_ev": 0.927,
  "elements": ["N", "C", "C", "C", "C", "C", "O", "H", "H", "H", "H", "H", "H", "H", "H", "H"],
  "coordinates": [[-2.38935, -0.42148, 0.88131], [-1.21885, 0.00750, 0.69768], [-0.72638, 1.16335, -0.10847], [0.29543, 0.71328, -1.16685], [0.85809, -0.65445, -0.76553], [1.11207, -0.71984, 0.73364], [-0.09892, -0.41301, 1.46372], [-2.39787, -1.10895, 1.63743], [-1.46821, 1.88847, -0.46155], [-0.14314, 1.54069, 0.74022], [1.09059, 1.46600, -1.21135], [-0.14711, 0.65321, -2.16631], [0.11795, -1.43029, -0.99865], [1.76757, -0.89099, -1.32836], [1.95451, -0.06110, 1.01187], [1.39362, -1.73238, 1.04119]],
  "lowdin_charge": [0.17, -0.45, -0.11, -0.18, -0.18, -0.18, -0.09, 0.07, 0.13, 0.13, 0.11, 0.11, 0.12, 0.12, 0.13, 0.12]
}